78
Properties=species:S:1:pos:R:3:forces:R:3 method="wB97M-V/def2-TZVPD" fmax_ev_per_a=5.94 total_charge=+1 orbital_gap_ev=6.7 homo_energy_ha=-0.443 spin_multiplicity=1
O -3.397 3.573 -2.497 -0.267 -3.466 1.912
B -2.748 2.569 -1.582 -0.595 0.077 -3.385
O -2.036 1.459 -2.259 0.431 3.322 1.605
C -2.926 2.761 0.043 -0.939 0.969 0.308
N -1.711 2.239 0.851 1.851 1.998 -1.005
C -0.452 2.988 0.543 2.071 -3.216 3.637
C 0.901 2.512 1.407 -5.377 -2.428 0.665
C 0.541 1.305 2.459 -1.802 1.346 -1.970
C -0.958 0.676 2.559 1.684 3.525 -2.524
N -2.028 1.231 1.696 4.743 -0.521 1.992
H -4.097 3.080 -3.054 1.867 1.142 0.929
H -1.254 1.879 -2.747 -1.790 -0.978 0.514
H -3.045 3.926 0.273 0.278 -2.587 -0.393
H -3.932 2.243 0.422 2.376 1.009 -0.687
H -0.387 3.882 -0.245 -0.660 -2.328 1.917
H 1.962 2.987 1.274 -2.358 -1.020 0.289
H 1.370 0.859 3.178 -1.867 1.108 -1.772
H -1.195 -0.180 3.339 0.284 2.054 -2.037
C -9.342 5.798 -0.238 -0.183 -0.294 0.154
C -7.926 5.573 -0.740 -0.566 0.520 -0.373
O -7.222 4.655 0.108 0.208 -1.208 -0.049
C -7.537 3.347 -0.053 -0.840 0.137 -0.439
O -8.348 2.893 -0.846 1.420 0.616 1.191
O -6.816 2.628 0.844 -0.139 0.691 -0.671
C -7.130 1.238 0.853 -0.118 -0.703 0.071
H -9.334 6.109 0.811 0.080 0.109 -0.176
H -9.845 6.565 -0.833 0.105 -0.056 0.062
H -9.934 4.879 -0.292 0.132 0.151 -0.127
H -7.377 6.519 -0.707 0.150 -0.334 0.185
H -7.914 5.228 -1.780 -0.024 -0.145 0.262
H -7.051 0.804 -0.149 -0.191 0.159 0.156
H -8.133 1.086 1.263 0.154 -0.042 -0.225
H -6.410 0.731 1.503 -0.079 0.320 -0.019
C 7.072 -1.350 -0.765 -0.244 -0.215 -0.214
C 6.550 -0.063 -0.150 0.656 -0.501 0.349
O 5.546 0.534 -0.982 -1.427 -0.138 0.004
C 4.321 -0.042 -0.930 0.556 -0.602 0.237
O 4.005 -1.002 -0.243 0.224 1.494 -0.881
O 3.510 0.614 -1.798 0.468 -0.213 0.655
C 2.211 0.040 -1.919 -0.394 -0.177 -0.098
H 7.417 -1.175 -1.789 0.120 0.079 0.204
H 7.898 -1.754 -0.174 -0.057 0.104 -0.072
H 6.286 -2.111 -0.821 0.098 0.133 0.156
H 7.370 0.659 -0.075 -0.357 0.092 -0.202
H 6.167 -0.223 0.865 -0.131 -0.020 -0.261
H 1.731 -0.069 -0.941 0.177 -0.149 -0.132
H 2.278 -0.927 -2.427 -0.085 0.094 0.240
H 1.599 0.710 -2.529 0.372 0.029 0.033
C 14.043 -1.681 -3.251 -0.090 -0.285 -0.227
C 13.128 -1.337 -2.089 0.750 0.021 0.025
O 11.752 -1.515 -2.448 -0.686 -0.882 0.135
C 11.313 -2.796 -2.475 0.623 -0.428 -0.054
O 11.975 -3.791 -2.217 -1.086 1.489 -0.303
O 10.014 -2.788 -2.869 0.887 0.204 0.400
C 9.456 -4.088 -3.040 -0.280 -0.511 -0.056
H 13.761 -1.115 -4.145 0.076 0.078 0.188
H 15.084 -1.458 -3.003 -0.122 0.023 0.001
H 13.972 -2.742 -3.513 0.039 0.150 0.179
H 13.254 -0.280 -1.832 -0.371 -0.149 -0.081
H 13.373 -1.918 -1.193 -0.173 -0.055 -0.238
H 9.589 -4.701 -2.142 0.139 0.108 -0.233
H 9.907 -4.575 -3.910 0.008 -0.026 0.250
H 8.383 -3.976 -3.223 0.255 0.275 0.032
C -9.420 -4.006 3.754 0.092 -0.004 -0.362
C -8.364 -3.610 4.772 -0.786 0.164 0.086
O -7.066 -4.066 4.369 0.919 0.643 -0.757
C -6.465 -3.343 3.394 -0.612 0.084 -0.071
O -6.923 -2.351 2.846 0.785 -1.221 0.743
O -5.275 -3.929 3.108 -0.763 0.468 0.319
C -4.581 -3.324 2.019 0.277 0.105 -0.338
H -9.388 -5.083 3.566 -0.053 0.109 0.188
H -10.418 -3.735 4.108 0.121 -0.047 0.017
H -9.251 -3.511 2.792 -0.033 0.035 0.221
H -8.587 -4.092 5.729 0.377 -0.038 -0.185
H -8.356 -2.528 4.949 0.137 -0.175 -0.193
H -4.460 -2.247 2.173 -0.202 -0.160 -0.061
H -5.113 -3.524 1.084 0.047 0.200 0.137
H -3.587 -3.776 1.957 -0.292 -0.117 0.226

72
Properties=species:S:1:pos:R:3:forces:R:3 method="wB97M-V/def2-TZVPD" fmax_ev_per_a=2.78 e_above_lowest_kcal_mol=120.7 total_charge=-1 orbital_gap_ev="6.3 / 4.6" homo_energy_ha="-0.147 / -0.147" spin_multiplicity=4
C -2.354 -2.163 -2.636 -0.291 0.152 -0.495
C -1.296 -2.337 -1.599 0.858 -0.561 0.762
H -3.001 -3.056 -2.662 0.144 0.136 -0.009
H -1.944 -2.043 -3.649 -0.093 -0.027 0.146
H -3.003 -1.311 -2.421 0.118 0.054 -0.007
C -0.385 -3.308 -1.736 -0.510 0.152 0.393
C -0.219 -4.143 -2.960 0.057 -0.308 -0.347
H 0.188 -3.620 -0.866 0.140 0.364 -0.114
H -0.012 -3.516 -3.836 -0.044 -0.145 -0.027
H -1.113 -4.743 -3.186 0.076 0.121 -0.016
H 0.611 -4.847 -2.843 -0.052 0.076 -0.088
Co -0.621 1.410 -4.973 -0.194 0.767 2.665
Cl -0.361 0.328 -3.014 -0.130 -1.561 0.103
Cl 0.623 1.957 0.443 -0.323 -0.006 0.365
H 1.071 4.195 4.198 0.019 -0.029 -0.141
H -1.095 6.312 3.514 0.068 0.032 -0.120
C 0.892 4.174 3.114 0.109 -0.054 0.075
C -0.945 5.764 2.573 -0.136 -0.190 0.153
N -0.510 4.402 2.817 -0.165 -0.102 0.124
H 1.205 3.208 2.711 -0.059 0.181 0.101
C -1.408 3.425 3.101 0.086 0.379 -0.180
O -1.116 2.326 3.530 -0.162 0.511 0.090
H -1.894 5.748 2.031 0.147 0.099 -0.010
H -2.457 3.748 2.910 0.278 -0.206 -0.015
H 1.467 4.975 2.642 0.010 -0.209 0.041
H -0.184 6.288 1.986 -0.248 -0.119 -0.013
H 1.587 -1.287 -1.982 0.079 0.089 0.160
H 2.300 -3.415 -1.305 0.224 0.131 0.320
C 2.319 -0.773 -1.354 -0.189 -0.057 0.209
C 3.030 -3.008 -0.591 -0.025 0.168 0.206
N 2.649 -1.643 -0.236 1.307 0.234 0.508
H 1.864 0.136 -0.957 0.166 -0.276 -0.041
C 3.232 -1.087 0.899 -0.619 0.564 -0.906
O 3.293 0.114 1.129 0.243 -1.392 -0.109
H 3.032 -3.627 0.319 0.012 0.091 -0.352
H 3.602 -1.876 1.599 -0.153 0.346 -0.159
H 3.211 -0.538 -1.952 0.015 0.042 0.069
H 4.032 -3.030 -1.056 -0.236 -0.101 0.082
O -0.632 -0.340 -0.279 1.055 0.718 -0.784
C -1.353 -1.456 -0.306 -1.478 -0.509 0.613
C 0.123 -2.650 1.408 0.105 -0.208 0.371
C -1.155 -2.389 0.935 -0.303 0.016 -1.133
H 0.940 -2.037 1.013 -0.548 -0.365 0.283
C 0.332 -3.667 2.350 -0.334 0.437 -0.337
H -2.432 -1.192 -0.266 -0.438 -0.182 0.150
C -2.250 -3.101 1.428 0.422 -0.256 0.205
H 1.349 -3.853 2.696 -0.204 -0.118 0.068
C -0.755 -4.406 2.830 0.074 0.068 -0.091
C -2.048 -4.113 2.374 0.136 0.188 0.021
H -3.249 -2.863 1.042 0.341 -0.167 0.198
H -0.579 -5.204 3.559 -0.177 0.264 -0.222
H -2.900 -4.669 2.766 0.185 0.082 -0.071
Si -0.193 1.995 -1.590 0.941 1.643 0.416
Cl -0.128 1.487 -6.939 0.363 -0.090 -2.143
C 1.591 2.627 -2.079 0.472 0.117 -0.043
C -1.818 2.871 -1.120 -0.613 0.055 0.522
C -0.576 3.059 -3.396 -0.575 0.206 -1.606
H 2.184 1.731 -2.272 0.187 0.059 0.103
H 2.075 3.187 -1.268 -0.234 -0.386 -0.102
H 1.675 3.259 -2.969 -0.073 -0.204 0.060
H 0.211 2.876 -4.199 -0.303 0.362 0.224
H -0.443 4.115 -3.149 0.121 -0.040 -0.195
H -1.613 2.985 -3.796 -0.089 0.023 -0.059
H -1.919 3.075 -0.047 0.133 -0.459 -0.126
H -2.689 2.284 -1.441 0.144 -0.004 0.044
H -1.908 3.855 -1.609 0.163 -0.372 0.040
C 0.650 -0.221 3.494 -0.088 -0.083 -0.224
O -0.729 -0.341 3.180 -0.182 0.998 0.522
H 1.209 0.237 2.657 -0.136 -0.152 0.353
H 1.026 -1.245 3.656 -0.013 0.392 0.019
H 0.806 0.379 4.412 0.032 -0.219 -0.255
H -1.088 0.582 3.221 0.385 -1.160 -0.247